[1]
Below is a molecular structure, C49H44ClIN5O3Sn, with properties calculated with ωB97M-V/def2-TZVPD.

XYZ file:
```
104
C49H44ClIN5O3Sn ωB97M-V/def2-TZVPD
Sn -0.40047 0.12301 -0.89419
O -0.31664 1.58470 0.60743
C 0.63979 2.52648 1.00259
C 2.03966 2.29930 0.35333
C 2.80129 1.06951 0.77839
C 4.13030 1.20071 1.18250
C 4.80788 0.12147 1.70551
C 4.13006 -1.07550 1.86603
C 2.83230 -1.14403 1.39442
C 2.03899 -2.42860 1.58986
C 0.78635 -2.17030 2.35197
O -0.25935 -2.23846 1.63448
C 0.77460 -1.96790 3.78925
C 1.64008 -1.04688 4.38527
C 1.60914 -0.88268 5.75915
C 0.76299 -1.66231 6.53462
C -0.07933 -2.59901 5.94238
C -0.09611 -2.73903 4.57021
C -1.59153 -1.78314 1.88518
C -2.52986 -2.43501 1.11083
C -3.85319 -2.03556 1.20491
C -4.20660 -0.99409 2.05168
C -3.23296 -0.34829 2.80125
C -1.90355 -0.73484 2.72553
N 2.19412 -0.12472 0.82183
C 0.70353 2.50780 2.53896
C -0.50013 2.39655 3.23294
C -0.52912 2.37892 4.61775
C 0.65233 2.48016 5.34456
C 1.85232 2.62059 4.66739
C 1.87521 2.63970 3.27559
C 0.17788 3.93134 0.58395
C 0.94717 5.06007 0.85762
C 0.50117 6.32368 0.50567
C -0.73030 6.48105 -0.11702
C -1.50797 5.36479 -0.37948
C -1.05511 4.09849 -0.02922
H 2.68075 3.16259 0.52439
H 1.85697 2.25075 -0.71938
H 4.61991 2.16082 1.08683
H 5.84100 0.21260 2.01381
H 4.59846 -1.93085 2.33389
H 2.66070 -3.12543 2.15087
H 1.77061 -2.85388 0.62186
H 2.28015 -0.42331 3.77546
H 2.24278 -0.13921 6.22230
H 0.75650 -1.54203 7.60976
H -0.73325 -3.20677 6.55230
H -0.75661 -3.45762 4.10168
H -2.22898 -3.23750 0.44796
H -4.60210 -2.53396 0.60518
H -5.23801 -0.67572 2.11668
H -3.49940 0.47652 3.44871
H -1.15149 -0.19274 3.27628
H -1.41670 2.33417 2.65952
H -1.47722 2.30414 5.13811
H 0.63176 2.47747 6.42697
H 2.77793 2.73274 5.21866
H 2.82532 2.77758 2.77836
H 1.89901 4.95971 1.36699
H 1.11328 7.18936 0.72348
H -1.08239 7.46855 -0.38479
H -2.47573 5.47906 -0.85269
H -1.65951 3.22158 -0.21370
Cl 1.84837 3.31675 -6.91404
C 1.71787 2.39205 -5.45196
C 2.73046 1.55060 -5.08945
C 2.64947 0.79362 -3.90692
I 4.21213 -0.46913 -3.36088
C 1.55493 0.86056 -3.06648
O 1.45796 0.19758 -1.94447
C 0.49556 1.73585 -3.46871
N -0.58620 1.76582 -2.65003
C -1.59839 2.54982 -2.93493
C -1.61002 3.37460 -4.07023
C -0.53879 3.35069 -4.92007
C 0.56240 2.51171 -4.64323
H 3.60641 1.46938 -5.71798
H -2.43637 2.53610 -2.24704
H -2.46093 4.01298 -4.25985
H -0.52294 3.96662 -5.80880
C -2.87922 -5.63151 -2.34894
C -2.01262 -5.03336 -1.25975
N -1.77240 -3.63827 -1.58873
C -1.44503 -3.23034 -2.88065
N -0.88781 -2.07875 -2.99776
C -0.51479 -1.63424 -4.33376
C -1.42797 -2.19773 -5.40990
C -1.46034 -3.70693 -5.26703
N -1.81528 -4.06620 -3.90142
C -2.16758 -5.45933 -3.67568
H -3.83716 -5.10835 -2.37347
H -3.06519 -6.68864 -2.16104
H -1.07921 -5.60682 -1.17390
H -2.51986 -5.07759 -0.29405
H -1.24409 -3.10317 -0.92031
H 0.52356 -1.92240 -4.53782
H -0.54124 -0.54285 -4.35315
H -1.07511 -1.92534 -6.40517
H -2.43720 -1.79884 -5.28206
H -0.48390 -4.13208 -5.53255
H -2.20417 -4.15087 -5.93130
H -1.26734 -6.08936 -3.69901
H -2.80662 -5.77928 -4.50005
```

For the LUMO energy, the calculation gives -0.152 Ha. The total energy comes out at -91570.7124 eV. The total charge is +1.

***

[2]
Below is a molecular structure, C49H44KN10O4PSe, with properties calculated with ωB97M-V/def2-TZVPD.

XYZ file:
```
110
C49H44KN10O4PSe ωB97M-V/def2-TZVPD
K 1.08774 -0.04132 0.14943
C 3.17974 2.03332 3.58278
N 2.52520 0.76084 3.42321
C 2.31836 -0.01959 4.62587
C 1.58663 -1.27092 4.25103
N 1.94520 -2.04546 3.27012
C 1.00918 -3.07388 3.26232
C 0.91112 -4.18814 2.43167
C -0.12846 -5.06834 2.65245
C -1.06253 -4.85332 3.67715
C -0.98100 -3.75507 4.51262
C 0.06904 -2.87326 4.28031
N 0.47192 -1.70767 4.90698
C 2.90577 2.85585 2.35938
N 1.93972 2.60394 1.52136
C 2.07020 3.54960 0.50750
C 1.33122 3.70937 -0.66139
C 1.69981 4.73397 -1.51216
C 2.77559 5.58247 -1.21451
C 3.51931 5.43372 -0.05708
C 3.14209 4.40186 0.79258
N 3.64583 3.94072 1.99964
H 4.26729 1.97207 3.74287
H 2.75562 2.54190 4.45566
H 2.98057 0.19544 2.71158
H 1.71444 0.56002 5.32981
H 3.25480 -0.28749 5.13742
H 1.62155 -4.34118 1.63026
H -0.24372 -5.93027 2.00865
H -1.86865 -5.56344 3.81213
H -1.69827 -3.59530 5.30808
H -0.03191 -1.19755 5.60995
H 0.51450 3.03950 -0.90346
H 1.15210 4.88399 -2.43333
H 3.03188 6.37222 -1.90847
H 4.34870 6.09174 0.16825
H 4.44066 4.29787 2.49900
O -0.30312 1.14388 2.92311
N -1.29932 1.58970 2.07853
C -1.25375 2.80604 1.71622
C -2.22143 3.25561 0.70729
C -2.63517 4.58681 0.73702
C -3.58350 5.05418 -0.15327
C -4.12131 4.18592 -1.09373
C -3.68784 2.87164 -1.15455
C -2.72411 2.37757 -0.27436
P -2.01147 0.68293 -0.42652
C -3.25234 -0.36280 0.42200
C -4.60760 -0.30683 0.10684
C -5.51543 -1.14024 0.74177
C -5.07233 -2.04294 1.69951
C -3.72393 -2.10718 2.01877
C -2.81717 -1.26920 1.38380
C -2.31647 0.26122 -2.18594
C -2.68710 -1.03376 -2.54426
C -2.70516 -1.42624 -3.87585
C -2.36105 -0.52747 -4.87401
C -1.97375 0.76165 -4.52990
C -1.93387 1.14474 -3.19837
H 0.54066 1.59768 2.70152
H -0.51711 3.50519 2.11034
H -2.21326 5.25197 1.48164
H -3.90596 6.08644 -0.11324
H -4.87222 4.53583 -1.79072
H -4.09281 2.21962 -1.91790
H -4.95697 0.38733 -0.64886
H -6.56638 -1.08908 0.48635
H -5.77888 -2.69892 2.19299
H -3.36789 -2.82036 2.75071
H -1.76298 -1.33015 1.62788
H -2.94750 -1.75360 -1.77841
H -2.98627 -2.44160 -4.12618
H -2.38815 -0.82958 -5.91360
H -1.69575 1.47017 -5.30119
H -1.60077 2.14513 -2.94343
O 0.87336 -3.19059 -2.30034
C 0.04069 -3.10443 -1.36018
O -0.00560 -2.18674 -0.50730
C -1.00758 -4.19715 -1.26797
C -0.94852 -5.30620 -2.10421
C -1.91761 -6.29669 -2.02295
C -2.96141 -6.17632 -1.11389
C -3.02838 -5.06629 -0.28136
C -2.04978 -4.08628 -0.35534
H -0.13352 -5.37294 -2.81265
H -1.86321 -7.16175 -2.67242
H -3.72168 -6.94575 -1.05607
H -3.83972 -4.96396 0.42982
H -2.07409 -3.22647 0.29903
C 1.42357 1.32509 -4.56006
C 1.24382 0.32428 -3.44273
N 0.91338 -0.91795 -3.79734
O 1.43113 0.66375 -2.27109
H 0.84642 1.06882 -5.44751
H 2.48157 1.35558 -4.82690
H 1.13395 2.31045 -4.20207
H 0.70681 -1.11958 -4.75892
H 0.77163 -1.67357 -3.10653
Se 3.57340 -2.03675 -1.13256
N 4.48090 -1.02772 -2.25155
C 4.86392 0.03953 -1.56808
C 5.61251 1.12241 -2.10483
C 5.95073 2.12130 -1.25482
C 5.54674 2.05388 0.11453
N 4.84030 1.10643 0.65729
C 4.48508 0.07975 -0.17735
N 3.78231 -0.96046 0.24934
H 5.89172 1.11959 -3.14982
H 6.52144 2.97704 -1.58847
H 5.85392 2.86018 0.77365
```

For the LUMO energy, the calculation gives -0.029 Ha. The total energy comes out at -165581.6838 eV. The total charge is 0.

***

Energy relative to the best compared isomer or geometry (same formula, charge and spin) for every record listed, in sequence, given in kcal per mole: 58.8 5.4.